#one
Here is a cluster of 5 separate species, C10H30O5 in total from OMol25. Energies are from ωB97M-V/def2-TZVPD.

The geometry in XYZ format:
```
45
Properties=species:S:1:pos:R:3
C 0.679 2.466 -0.916
C 1.049 3.162 -2.202
O 1.883 2.306 -2.999
H 1.506 2.199 -0.259
H 0.130 1.553 -1.148
H 0.013 3.111 -0.340
H 1.522 4.133 -2.015
H 0.138 3.388 -2.770
H 2.119 2.799 -3.791
C 4.180 -0.951 -0.805
C 3.419 -0.816 -2.104
O 2.068 -0.400 -1.905
H 4.215 -0.002 -0.268
H 5.199 -1.271 -1.037
H 3.772 -1.710 -0.136
H 3.376 -1.775 -2.626
H 3.949 -0.091 -2.727
H 1.915 0.476 -2.286
C -5.077 -2.136 0.581
C -6.451 -2.012 -0.096
O -7.491 -1.839 0.845
H -5.131 -2.816 1.433
H -4.761 -1.172 0.989
H -4.319 -2.499 -0.112
H -6.613 -2.940 -0.645
H -6.389 -1.191 -0.814
H -7.622 -0.897 0.979
C 2.750 1.367 2.996
C 1.270 1.631 3.134
O 0.533 0.416 3.122
H 3.341 2.287 3.003
H 2.984 0.836 2.071
H 3.067 0.706 3.805
H 0.888 2.300 2.346
H 1.011 2.157 4.055
H 0.802 -0.083 2.332
C -1.246 -1.295 -0.366
C -0.112 -1.768 0.521
O 0.931 -0.791 0.585
H -1.694 -0.391 0.048
H -2.046 -2.036 -0.456
H -0.912 -1.107 -1.388
H 0.335 -2.699 0.155
H -0.495 -1.932 1.528
H 1.314 -0.674 -0.320
```

## Properties
SMILES: CCO.CCO.CCO.CCO.CCO
gap between HOMO and LUMO: 9.954 eV
LUMO level: 0.477 eV

---

#two
Here is a cluster of 5 separate species, C10H30O5 in total from OMol25. Energies are from ωB97M-V/def2-TZVPD.

The geometry in XYZ format:
```
45
Properties=species:S:1:pos:R:3
C -1.666 5.555 1.541
C -2.210 4.439 0.683
O -2.295 4.998 -0.646
H -0.708 5.920 1.166
H -1.624 5.211 2.574
H -2.276 6.454 1.445
H -3.228 4.168 0.985
H -1.641 3.505 0.695
H -2.779 4.364 -1.188
C -0.071 0.022 -3.821
C -1.108 0.737 -4.657
O -1.056 0.324 -6.049
H -0.249 0.262 -2.776
H 0.902 0.350 -4.185
H -0.157 -1.052 -3.991
H -0.893 1.810 -4.729
H -2.145 0.593 -4.341
H -1.903 0.459 -6.471
C -0.656 -0.342 0.681
C 0.859 -0.174 0.708
O 1.183 1.236 0.711
H -0.788 -1.383 0.371
H -1.223 0.312 0.013
H -1.121 -0.121 1.644
H 1.393 -0.656 -0.104
H 1.165 -0.548 1.692
H 0.415 1.621 1.143
C 4.553 -0.335 2.504
C 5.334 -0.214 1.207
O 6.323 -1.244 1.118
H 5.083 -0.317 3.459
H 4.184 -1.366 2.430
H 3.696 0.329 2.622
H 5.846 0.741 1.052
H 4.650 -0.407 0.383
H 6.988 -1.092 1.796
C -2.802 -4.245 0.471
C -2.036 -5.178 1.427
O -2.828 -5.504 2.546
H -2.754 -3.248 0.910
H -3.839 -4.566 0.387
H -2.406 -4.236 -0.545
H -1.105 -4.690 1.709
H -1.821 -6.108 0.892
H -3.185 -6.389 2.539
```

## Properties
SMILES: CCO.CCO.CCO.CCO.CCO
gap between HOMO and LUMO: 10.639 eV
LUMO level: 0.434 eV

---

#three
Here is a cluster of 5 separate species, C10H30O5 in total from OMol25. Energies are from ωB97M-V/def2-TZVPD.

The geometry in XYZ format:
```
45
Properties=species:S:1:pos:R:3
C 0.869 1.903 3.188
C 0.627 1.913 4.679
O -0.746 2.150 5.005
H 0.495 0.978 2.739
H 1.928 1.885 2.920
H 0.394 2.751 2.693
H 1.256 2.663 5.177
H 0.871 0.956 5.137
H -0.974 3.021 4.669
C -2.526 -2.720 -2.569
C -3.060 -3.615 -1.508
O -4.408 -4.009 -1.774
H -3.162 -1.850 -2.754
H -2.411 -3.241 -3.521
H -1.552 -2.289 -2.315
H -3.012 -3.151 -0.523
H -2.429 -4.510 -1.434
H -4.380 -4.813 -2.299
C -2.575 2.453 -2.430
C -1.851 1.295 -3.076
O -0.488 1.219 -2.618
H -2.195 3.409 -2.776
H -2.454 2.390 -1.343
H -3.654 2.372 -2.580
H -1.880 1.428 -4.162
H -2.318 0.341 -2.849
H 0.079 1.632 -3.274
C 5.294 1.043 1.008
C 4.151 0.543 0.164
O 3.022 0.328 1.002
H 6.212 1.064 0.410
H 5.463 0.348 1.829
H 5.114 2.050 1.377
H 4.437 -0.407 -0.299
H 3.905 1.280 -0.608
H 2.339 -0.071 0.442
C 0.067 -2.029 0.799
C -0.316 -0.735 0.099
O 0.809 -0.254 -0.618
H 0.923 -1.913 1.460
H 0.242 -2.837 0.085
H -0.788 -2.380 1.391
H -0.647 -0.026 0.867
H -1.182 -0.956 -0.534
H 0.509 0.391 -1.278
```

## Properties
SMILES: CCO.CCO.CCO.CCO.CCO
gap between HOMO and LUMO: 10.076 eV
LUMO level: 0.470 eV

---

The structure with the least stability is #two.

---

#one
Here is the molecule C8H13N from OMol25. Energies are from ωB97M-V/def2-TZVPD.

The geometry in XYZ format:
```
22
Properties=species:S:1:pos:R:3
H -3.836 1.025 -0.756
N -2.814 1.117 -0.729
C -2.214 0.294 0.017
C -2.888 -0.871 0.702
C -0.514 0.569 0.479
C 0.280 0.065 -0.390
C 0.283 -0.784 -1.591
C 1.827 0.542 0.291
C 2.181 1.818 0.292
C 2.740 -0.586 0.646
H -2.461 -0.951 1.705
H -3.975 -0.744 0.747
H -2.647 -1.808 0.191
H -0.479 1.202 1.344
H 0.606 -1.799 -1.353
H -0.734 -0.803 -1.989
H 0.991 -0.374 -2.311
H 1.500 2.602 -0.009
H 3.201 2.129 0.490
H 2.315 -1.191 1.449
H 2.930 -1.235 -0.211
H 3.710 -0.217 0.988
```

## Properties
SMILES: [H]/N=C(C)/C=C(\C)C(=C)C
gap between HOMO and LUMO: 9.442 eV
LUMO level: 0.915 eV

---

#two
Here is the molecule C8H13N from OMol25. Energies are from ωB97M-V/def2-TZVPD.

The geometry in XYZ format:
```
22
Properties=species:S:1:pos:R:3
C 0.917 -2.412 -0.770
C 0.489 -1.343 -0.488
C -0.093 -0.050 -0.195
C 0.902 1.030 0.257
C 2.186 0.828 0.519
C -1.156 -0.258 0.924
C -0.691 -0.739 2.307
N -0.696 0.408 -1.461
C -1.288 1.782 -1.409
H 1.336 -3.343 -1.118
H 0.483 2.081 0.419
H 2.821 1.731 0.692
H 2.588 -0.182 0.463
H -1.847 -1.043 0.413
H -1.808 0.674 0.855
H 0.021 -1.700 2.344
H -0.099 -0.007 2.892
H -1.693 -0.999 2.856
H 0.116 0.453 -2.112
H -1.744 1.925 -2.394
H -0.694 2.684 -1.202
H -2.212 1.850 -0.747
```

## Properties
SMILES: C#C[C@](C=C)(CC)NC
gap between HOMO and LUMO: 10.222 eV
LUMO level: 1.022 eV

---

#three
Here is the molecule C8H13N from OMol25. Energies are from ωB97M-V/def2-TZVPD.

The geometry in XYZ format:
```
22
Properties=species:S:1:pos:R:3
N -2.061 -0.578 -0.819
C -0.868 -0.248 -0.272
C 0.276 0.205 -1.108
C 0.396 1.721 -0.645
C 0.220 1.581 0.877
C -0.869 0.383 1.039
C -0.328 -1.039 0.822
C 1.243 -1.144 0.635
C 1.361 -0.819 -0.792
H -2.386 -1.590 -0.750
H -2.975 0.039 -0.510
H 0.123 0.133 -2.053
H 1.353 2.205 -1.362
H -0.489 2.208 -0.938
H -0.449 2.343 1.445
H 0.967 1.171 1.455
H -1.775 0.187 1.837
H -0.955 -1.882 1.311
H 1.849 -0.312 1.257
H 1.865 -2.064 1.252
H 2.528 -0.788 -1.323
H 0.974 -1.713 -1.360
```

## Properties
SMILES: N[C@@]12[C@H]3CC[C@@H]1[C@@H]2CC3
gap between HOMO and LUMO: 9.583 eV
LUMO level: 1.040 eV

---

The structure with the least stability is #three.

---

#one
Here is a structure of composition C26H21N7O8S2SnTe from OMol25. Energies are from ωB97M-V/def2-TZVPD.

The geometry in XYZ format:
```
66
Properties=species:S:1:pos:R:3
Sn 0.542 -1.129 -0.686
N 1.903 -0.249 3.835
C 1.004 -0.747 2.972
N 1.574 -0.884 1.800
C 2.831 -0.440 1.998
N 3.094 -0.037 3.222
C 3.792 -0.416 0.871
C 5.148 -0.160 1.029
N 5.974 -0.124 -0.012
C 5.435 -0.355 -1.206
C 4.085 -0.633 -1.366
N 3.273 -0.659 -0.321
H 1.779 0.005 4.800
H -0.020 -0.991 3.205
H 5.559 0.012 2.015
H 6.094 -0.323 -2.066
H 3.645 -0.846 -2.335
C -4.357 3.108 -1.098
C -3.386 2.189 -1.793
C -3.301 0.846 -1.455
C -2.367 0.013 -2.060
C -1.499 0.524 -3.019
C -1.605 1.861 -3.398
C -2.536 2.680 -2.784
S -0.218 -0.536 -3.688
O -0.617 -1.880 -3.317
O -0.136 -0.212 -5.097
N 1.075 -0.212 -2.852
C 1.506 1.189 -2.726
C 1.278 1.816 -1.359
O 1.497 3.007 -1.225
O 0.911 1.021 -0.402
H -5.048 2.544 -0.472
H -4.940 3.690 -1.817
H -3.830 3.816 -0.454
H -3.948 0.434 -0.686
H -2.310 -1.029 -1.775
H -0.960 2.255 -4.172
H -2.594 3.726 -3.066
H 1.084 1.852 -3.477
H 2.591 1.235 -2.863
O -3.591 -0.724 1.675
C -2.457 -0.250 1.523
O -1.444 -0.799 1.014
C -2.275 1.197 2.022
C -3.293 1.773 2.782
C -3.157 3.051 3.300
C -1.985 3.735 3.038
C -0.970 3.214 2.262
C -1.124 1.932 1.747
N -1.816 5.096 3.625
O -0.723 5.627 3.536
O -2.786 5.605 4.171
H -4.183 1.185 2.957
H -3.931 3.515 3.894
H -0.086 3.799 2.050
H -0.362 1.521 1.096
Te 1.788 -3.983 0.097
C 1.648 -6.042 -0.266
C 0.576 -6.871 -0.045
C 0.831 -8.238 -0.372
C 2.095 -8.444 -0.840
S 2.960 -6.963 -0.878
H -0.367 -6.499 0.328
H 0.102 -9.031 -0.260
H 2.548 -9.370 -1.159
```

## Properties
charge: -2
gap between HOMO and LUMO: 4.898 eV
LUMO level: 3.635 eV

---

#two
Here is a structure of composition C26H21N7O8S2SnTe from OMol25. Energies are from ωB97M-V/def2-TZVPD.

The geometry in XYZ format:
```
66
Properties=species:S:1:pos:R:3
Sn 1.141 1.816 0.489
N -0.440 0.459 4.350
C 0.160 1.576 3.905
N -0.453 2.012 2.840
C -1.419 1.080 2.617
N -1.442 0.130 3.530
C -2.206 1.088 1.402
C -3.347 0.305 1.216
N -3.986 0.273 0.060
C -3.477 0.998 -0.931
C -2.365 1.805 -0.745
N -1.737 1.857 0.417
H -0.114 -0.203 5.037
H 1.007 2.039 4.368
H -3.746 -0.301 2.017
H -3.994 0.931 -1.879
H -1.964 2.435 -1.524
C 0.918 -4.597 -2.462
C 1.400 -3.718 -1.345
C 1.083 -3.982 -0.020
C 1.463 -3.100 0.978
C 2.167 -1.955 0.658
C 2.533 -1.708 -0.649
C 2.156 -2.590 -1.645
S 2.365 -0.688 1.909
O 0.975 -0.291 2.160
O 2.985 -1.270 3.084
N 3.186 0.461 1.200
C 4.124 1.142 2.027
C 3.668 2.562 2.448
O 4.391 3.187 3.214
O 2.575 2.973 1.965
H 0.247 -5.376 -2.103
H 1.764 -5.066 -2.967
H 0.384 -3.985 -3.188
H 0.497 -4.856 0.229
H 1.194 -3.271 2.008
H 3.077 -0.805 -0.881
H 2.400 -2.384 -2.677
H 5.079 1.255 1.497
H 4.304 0.583 2.953
O -0.185 -0.723 -3.293
C -0.248 -0.568 -2.074
O 0.358 0.298 -1.393
C -1.150 -1.539 -1.298
C -1.130 -1.615 0.089
C -1.904 -2.540 0.757
C -2.722 -3.408 0.033
C -2.758 -3.333 -1.362
C -1.973 -2.410 -2.013
N -3.492 -4.387 0.698
O -3.449 -4.441 1.930
O -4.175 -5.166 0.023
H -0.487 -0.955 0.648
H -1.873 -2.603 1.833
H -3.403 -4.014 -1.898
H -1.969 -2.344 -3.093
Te 1.556 4.477 -0.348
C 0.727 5.674 -1.929
C 1.349 6.635 -2.671
C 0.505 7.346 -3.549
C -0.781 6.918 -3.496
S -0.954 5.633 -2.352
H 2.404 6.825 -2.575
H 0.837 8.150 -4.186
H -1.634 7.269 -4.045
```

## Properties
charge: -2
gap between HOMO and LUMO: 4.934 eV
LUMO level: 3.445 eV

---

The structure with the least stability is #two.

---

#one
Here is the molecule C4H7FO from OMol25. Energies are from ωB97M-V/def2-TZVPD.

The geometry in XYZ format:
```
13
Properties=species:S:1:pos:R:3
C 1.590 0.903 0.282
C 0.751 -0.226 -0.316
O 1.204 -1.338 -0.545
C -0.704 0.097 -0.566
C -1.481 -0.838 0.345
F -0.981 1.438 -0.464
H 1.685 1.712 -0.464
H 2.660 0.568 0.333
H 1.134 1.254 1.205
H -0.881 -0.262 -1.567
H -1.192 -1.856 0.084
H -2.628 -0.725 0.347
H -1.157 -0.726 1.327
```

## Properties
SMILES: CC(=O)[C@@H](C)F
gap between HOMO and LUMO: 10.841 eV
LUMO level: 0.931 eV

---

#two
Here is a cluster of 2 separate species, C4H7FO in total from OMol25. Energies are from ωB97M-V/def2-TZVPD.

The geometry in XYZ format:
```
13
Properties=species:S:1:pos:R:3
C 2.298 -0.219 0.313
C 1.418 -1.133 -0.032
C -1.272 1.288 -0.488
C -1.112 -0.811 0.524
O -1.184 0.511 0.710
F -1.749 -1.333 -0.540
H 3.344 -0.264 0.161
H 2.135 0.878 0.708
H 1.538 -2.045 -0.394
H -0.692 0.846 -1.390
H -0.906 2.320 -0.186
H -2.424 1.230 -0.830
H -1.395 -1.267 1.444
```

## Properties
gap between HOMO and LUMO (spin up / spin down): 9.246 / 8.489 eV
LUMO level (spin up / spin down): 0.924 / 0.536 eV

---

The structure with the least stability is #two.

---

#one
Here is a cluster of 2 separate species, C3H7N2O2 in total from OMol25. Energies are from ωB97M-V/def2-TZVPD.

The geometry in XYZ format:
```
14
Properties=species:S:1:pos:R:3
C -3.438 0.060 -0.224
C 3.010 0.106 -0.601
C 0.965 0.443 0.358
N -2.361 -0.333 -0.637
N -0.056 -0.328 1.011
O -4.349 0.371 0.364
O 2.049 -0.267 0.169
H 3.843 -0.539 -0.504
H 2.787 1.016 -1.245
H 0.842 1.228 -0.465
H -2.048 -0.077 -1.560
H 0.104 -1.351 0.998
H -0.884 -0.184 0.326
H -0.462 -0.144 2.010
```

## Properties
expectation value of S²: 2.01
charge: +1
gap between HOMO and LUMO (spin up / spin down): 7.403 / 10.760 eV
spin multiplicity: 3
LUMO level (spin up / spin down): -3.655 / -4.979 eV

---

#two
Here is a cluster of 2 separate species, C3H7N2O2 in total from OMol25. Energies are from ωB97M-V/def2-TZVPD.

The geometry in XYZ format:
```
14
Properties=species:S:1:pos:R:3
C 0.226 -0.729 -1.867
C 0.051 1.143 1.649
C -1.100 0.316 1.424
N 1.007 -1.673 -1.323
N -1.293 1.580 1.353
O 0.219 -0.732 -3.207
O -0.387 -0.006 -1.070
H 0.457 1.210 2.634
H 0.920 1.027 0.838
H -1.571 -0.631 1.451
H 1.761 -2.035 -1.840
H 0.851 -2.143 -0.448
H -1.740 2.322 0.837
H -0.022 0.185 -3.502
```

## Properties
expectation value of S²: 2.01
charge: +1
gap between HOMO and LUMO (spin up / spin down): 9.431 / 4.488 eV
spin multiplicity: 3
LUMO level (spin up / spin down): -2.734 / -9.482 eV

---

The structure with the least stability is #two.

---

#one
Here is a cluster of 2 separate species, C2H4O4 in total from OMol25. Energies are from ωB97M-V/def2-TZVPD.

The geometry in XYZ format:
```
10
Properties=species:S:1:pos:R:3
O -0.701 -0.386 -1.373
C -0.130 -1.413 -1.518
O 0.212 -2.367 -0.648
H 0.072 -1.749 -2.635
H 0.867 -3.005 -0.947
O 1.060 1.374 1.953
C -0.072 1.731 1.803
O -0.637 2.164 0.647
H -0.666 1.846 2.722
H -0.005 1.806 -0.005
```

## Properties
SMILES: O=CO.O=CO
gap between HOMO and LUMO: 11.086 eV
LUMO level: 0.446 eV

---

#two
Here is a cluster of 2 separate species, C2H4O4 in total from OMol25. Energies are from ωB97M-V/def2-TZVPD.

The geometry in XYZ format:
```
10
Properties=species:S:1:pos:R:3
O 1.119 1.096 -0.240
C 1.919 0.224 -0.014
O 1.664 -1.104 -0.075
H 2.813 0.353 0.650
H 0.787 -1.345 -0.189
O -1.283 -1.094 -0.140
C -1.926 -0.112 -0.054
O -1.556 1.092 -0.020
H -3.015 -0.312 0.250
H -0.523 1.201 -0.168
```

## Properties
SMILES: O=CO.O=CO
gap between HOMO and LUMO: 11.425 eV
LUMO level: 0.790 eV

---

The structure with the least stability is #one.